Model a:
DFT (ωB97M-V/def2-TZVPD) results for a molecular structure, C3H9N2S2.

## Properties
gap between HOMO and LUMO (alpha / beta): 8.34 / 6.56 eV
expectation value of S²: 2.01
charge: +1
2S+1: 3

The geometry in XYZ format:
```
16
C3H9N2S2, DFT ωB97M-V/def2-TZVPD
C -0.80904 0.33094 0.55382
C 2.31831 -0.71672 -0.22621
C -0.95831 0.54045 -0.87552
N -1.12074 1.36052 1.43210
N -1.03568 -0.34944 -1.83756
S -0.74447 -1.36990 1.11299
S 1.55563 0.79374 0.41311
H 2.69151 -0.61862 -1.17944
H 1.65878 -1.52352 -0.17683
H 3.03474 -1.07181 0.42039
H -0.79569 1.57437 -1.36063
H -1.02982 2.32967 1.23222
H -0.85175 1.21129 2.40158
H -1.31990 -1.23165 -1.46557
H -1.24492 -0.08574 -2.79574
H -1.34865 -1.17357 2.35128
```

---

Model b:
DFT (ωB97M-V/def2-TZVPD) results for 2 unconnected molecules or ions with the total composition C3H9N2S2.

## Properties
gap between HOMO and LUMO (alpha / beta): 6.14 / 5.25 eV
expectation value of S²: 2.01
charge: +1
2S+1: 3

The geometry in XYZ format:
```
16
C3H9N2S2, DFT ωB97M-V/def2-TZVPD
C 3.13267 0.06387 -0.16570
C 2.29209 1.25033 0.38259
C 0.42226 -0.55356 -0.01027
N -0.64170 -1.26741 0.33416
N -3.10935 -0.48534 -0.05307
S 2.07001 -1.34723 -0.15336
S 0.51080 1.17639 -0.09737
H 3.60242 0.25180 -1.13162
H 3.90784 -0.06552 0.59250
H 2.48478 1.33680 1.40377
H 2.81231 2.16042 0.10911
H -2.11728 -0.60278 0.47121
H -0.64902 -2.22303 0.29412
H -2.83232 -1.05480 -0.85874
H -3.42086 0.42986 -0.32703
H -3.73382 -1.00636 0.46153
```

---

Verdict on stability: model b comes out at the bottom.

---

Model a:
DFT (ωB97M-V/def2-TZVPD) results for a gas-phase ion, C8H21NP (charge +1).

## Properties
gap between HOMO and LUMO: 9.96 eV
charge: +1
structure (SMILES): C[NH2+][C@](C)(CC(C)C)PC
2S+1: 1

The geometry in XYZ format:
```
31
C8H21NP, DFT ωB97M-V/def2-TZVPD
C -1.23475 -2.45821 0.93495
N -1.60846 -0.98389 0.71529
C -0.61447 -0.23134 -0.14738
C -0.65388 -0.72678 -1.56949
C 0.84030 -0.45984 0.52830
C 1.82347 0.79726 0.41264
C 2.25445 0.96669 -0.98874
C 2.93985 0.60650 1.43064
P -1.15024 1.68739 0.06680
C -2.95199 1.60693 -0.74211
H -0.20802 -2.46825 1.08724
H -1.92190 -2.77782 1.70053
H -1.42314 -3.09402 0.10170
H -1.46710 -0.47775 1.70545
H -2.54506 -0.95943 0.31829
H 0.31905 -0.53431 -2.03326
H -1.39351 -0.23674 -2.11899
H -0.80708 -1.78284 -1.51006
H 0.57334 -0.57238 1.59417
H 1.36554 -1.30573 0.20916
H 1.19339 1.64108 0.61251
H 2.56955 -0.04589 -1.39730
H 3.05881 1.76161 -0.92045
H 1.42184 1.39605 -1.64716
H 3.67432 -0.10018 1.06845
H 2.65716 0.27894 2.39512
H 3.51450 1.58357 1.66720
H -0.46851 1.91467 -1.09772
H -3.40542 0.59670 -0.58787
H -2.79623 2.08175 -1.76174
H -3.55581 2.29625 -0.02618
```

---

Model b:
DFT (ωB97M-V/def2-TZVPD) results for 2 unconnected molecules or ions with the total composition C8H21NP.

## Properties
gap between HOMO and LUMO (alpha / beta): 5.88 / 8.44 eV
charge: +1
2S+1: 1

The geometry in XYZ format:
```
31
C8H21NP, DFT ωB97M-V/def2-TZVPD
C 1.06979 -3.04024 0.11513
C -1.07836 -2.04759 -0.84467
C 2.88277 1.72218 0.17250
C 0.72620 3.07808 0.41763
C 0.98299 -0.68685 -1.17734
C -2.60427 1.01806 1.00959
C 0.43674 -2.18042 -1.04504
C 1.45463 1.85242 -0.19349
N -3.60244 0.01098 1.22345
P 0.62676 0.27161 0.32306
H 0.74732 -4.04223 -0.05489
H 2.17724 -3.16312 -0.00951
H 0.96725 -2.54649 1.03809
H -1.35770 -1.05449 -0.47243
H -1.40610 -2.82770 -0.14818
H -1.53014 -2.12871 -1.73543
H 3.42870 2.69478 -0.16025
H 2.90868 1.78680 1.29400
H 3.31175 0.90583 -0.37034
H 0.15541 2.50637 1.24402
H 0.02199 3.57349 -0.29870
H 1.31179 3.93295 0.64758
H 2.11331 -0.56551 -1.20331
H 0.53107 -0.21915 -2.03069
H -2.56414 1.65989 1.83823
H -2.48404 1.34724 -0.00383
H 0.64716 -2.65722 -2.05273
H 1.40400 1.76152 -1.31875
H -3.22196 -0.51758 2.05738
H -3.55815 -0.80128 0.50677
H -4.49826 0.35639 1.23215
```

---

Verdict on stability: model b comes out at the bottom.

---

Model a:
DFT (ωB97M-V/def2-TZVPD) results for 10 unconnected molecules or ions with the total composition C30H70N10O10.

## Properties
gap between HOMO and LUMO: 9.05 eV
charge: 0
structure (SMILES): CNC(C)=O.CNC(C)=O.CNC(C)=O.CNC(C)=O.CNC(C)=O.CNC(C)=O.CNC(C)=O.CNC(C)=O.CNC(C)=O.CNC(C)=O
2S+1: 1

The geometry in XYZ format:
```
120
C30H70N10O10, DFT ωB97M-V/def2-TZVPD
C 4.89542 4.05790 -0.21645
N 3.57358 3.68590 0.25780
C 2.48745 4.03505 -0.48095
C 1.14744 3.51221 -0.00055
O 2.61603 4.57817 -1.56386
H 5.16557 3.53128 -1.12725
H 5.62052 3.85674 0.57567
H 4.94403 5.13990 -0.34474
H 3.48962 3.09780 1.07569
H 1.15628 3.13576 1.01479
H 0.86614 2.73024 -0.69959
H 0.46043 4.34917 -0.13502
C 0.47033 -2.07066 -4.00627
N 0.86036 -2.42800 -5.34406
C 1.75354 -3.39222 -5.63452
C 2.11168 -3.57174 -7.08589
O 2.39326 -3.97195 -4.74282
H 0.88459 -2.67278 -3.20440
H -0.61935 -2.16725 -3.91259
H 0.66663 -1.03221 -3.72324
H 0.24288 -2.13093 -6.08008
H 3.19251 -3.63563 -7.12424
H 1.71612 -2.73846 -7.66260
H 1.66996 -4.49798 -7.45243
C -0.73498 -3.40540 1.01997
N -0.47672 -1.99152 1.02059
C 0.18357 -1.38214 0.00692
C 0.29901 0.11570 0.09863
O 0.77574 -2.02032 -0.84910
H -0.87147 -3.74421 2.04611
H 0.12687 -3.91775 0.60583
H -1.66027 -3.63887 0.48737
H -1.04408 -1.42745 1.63041
H 0.05046 0.59269 -0.84456
H 1.33425 0.37276 0.34373
H -0.25143 0.54100 0.94011
C -2.02228 3.53567 -1.73315
N -2.10765 4.96066 -1.50077
C -1.24184 5.88112 -2.02363
C -1.28533 7.25120 -1.39842
O -0.44703 5.60878 -2.88342
H -1.79733 3.21678 -2.74706
H -3.01504 3.14456 -1.50188
H -1.32772 3.00626 -1.08116
H -2.68406 5.27410 -0.74174
H -0.23890 7.51641 -1.21951
H -1.83807 7.37407 -0.46658
H -1.62669 8.03259 -2.08047
C 3.54866 -0.70994 -2.59211
N 4.01925 -1.73650 -3.49005
C 5.10985 -1.50955 -4.25615
C 5.55965 -2.64846 -5.15673
O 5.73901 -0.47348 -4.23588
H 3.27133 0.20485 -3.12046
H 4.27025 -0.51225 -1.80163
H 2.64681 -1.04892 -2.07253
H 3.36255 -2.43622 -3.79935
H 4.96083 -3.55650 -5.07852
H 6.54126 -2.93274 -4.76824
H 5.65283 -2.28225 -6.17362
C -4.04157 4.61757 4.63939
N -3.15136 4.44130 3.49506
C -1.86536 3.97317 3.63422
C -1.04583 3.82092 2.35780
O -1.38607 3.66127 4.70565
H -4.12470 5.67012 4.88792
H -3.71127 3.99355 5.46049
H -5.00345 4.19266 4.34072
H -3.29626 5.05813 2.71302
H -1.59878 3.92170 1.43254
H -0.50107 2.89379 2.51653
H -0.32483 4.64510 2.42845
C 2.65254 4.40527 5.03532
N 2.16234 3.28778 4.24320
C 2.87699 2.45435 3.44700
C 4.36377 2.36100 3.67161
O 2.30689 1.70113 2.66496
H 2.75515 4.17909 6.09413
H 1.94734 5.22763 4.90853
H 3.58777 4.77588 4.61918
H 1.16463 3.26549 4.10595
H 4.53414 1.31480 3.93921
H 4.67544 2.92857 4.54587
H 4.97642 2.57223 2.80121
C 2.33640 -7.55803 -3.79762
N 1.55304 -6.40954 -3.42798
C 0.56899 -6.48728 -2.51342
C -0.10883 -5.17426 -2.17968
O 0.23832 -7.53594 -1.99096
H 3.10420 -7.27310 -4.51083
H 1.74117 -8.36479 -4.23002
H 2.81382 -7.98418 -2.90867
H 1.88886 -5.52936 -3.79953
H -0.73532 -4.81337 -2.98943
H 0.60160 -4.42385 -1.82165
H -0.71285 -5.36036 -1.28828
C -6.85247 -2.99596 5.09647
N -5.78698 -3.96424 4.93884
C -4.77606 -3.79132 4.05308
C -3.77121 -4.91235 4.06194
O -4.74374 -2.86390 3.25338
H -6.70988 -2.40155 6.00203
H -7.81731 -3.49541 5.11392
H -6.80751 -2.29400 4.26839
H -5.75667 -4.68217 5.63869
H -4.14928 -5.72800 3.44766
H -3.59483 -5.29548 5.06941
H -2.80000 -4.58410 3.70527
C -3.10852 0.76586 2.86811
N -3.50752 -0.26646 1.92310
C -3.52702 -0.02826 0.57875
C -3.88855 -1.21194 -0.29275
O -3.22093 1.04782 0.08732
H -2.23876 1.30820 2.50479
H -2.80869 0.31742 3.81649
H -3.91515 1.47405 3.07736
H -4.01443 -1.06180 2.28687
H -4.72778 -1.80090 0.07931
H -3.05076 -1.86381 -0.53314
H -4.21450 -0.77524 -1.24062
```

---

Model b:
DFT (ωB97M-V/def2-TZVPD) results for 10 unconnected molecules or ions with the total composition C30H70N10O10.

## Properties
gap between HOMO and LUMO: 8.37 eV
charge: 0
structure (SMILES): CN(C)C=O.CN(C)C=O.CN(C)C=O.CN(C)C=O.CN(C)C=O.CN(C)C=O.CN(C)C=O.CN(C)C=O.CN(C)C=O.CN(C)C=O
2S+1: 1

The geometry in XYZ format:
```
120
C30H70N10O10, DFT ωB97M-V/def2-TZVPD
C 1.75138 17.63831 35.20530
N 2.06531 18.83903 34.48355
C 1.45255 20.05503 34.95391
C 3.05538 18.85564 33.55136
O 3.44737 19.84317 32.97721
H 0.68564 17.38807 35.14316
H 1.98553 17.74744 36.27069
H 2.29411 16.76426 34.85288
H 1.50385 20.21054 36.03194
H 1.72771 20.98444 34.46692
H 0.38314 19.93208 34.71868
H 3.43349 17.84159 33.33374
C -2.17232 21.76637 30.79009
N -1.11734 20.88269 31.26668
C -1.31742 19.47055 31.10692
C 0.01927 21.40270 31.79263
O 0.27967 22.58406 31.86657
H -3.05317 21.64020 31.42095
H -2.39450 21.50255 29.75357
H -1.83409 22.79562 30.80468
H -1.53508 19.22764 30.06162
H -0.40880 18.93831 31.38718
H -2.16745 19.10456 31.69154
H 0.68563 20.57103 32.09429
C 6.74166 29.24134 35.25869
N 6.32343 28.98332 36.60028
C 7.24380 29.36336 37.66343
C 5.15531 28.37525 36.89770
O 4.78055 28.11435 38.02558
H 7.60312 28.66236 34.89579
H 7.08690 30.27898 35.15824
H 5.98629 29.08744 34.48713
H 6.67523 29.55207 38.56869
H 7.99033 28.58783 37.84690
H 7.77224 30.25762 37.33361
H 4.57622 28.09632 36.00137
C 1.59612 19.72912 38.53014
N 1.24062 21.12441 38.50939
C 2.07859 22.04167 39.26001
C 0.00791 21.51250 38.08960
O -0.40242 22.65376 38.07610
H 1.89638 19.45368 39.54538
H 2.43851 19.51420 37.87011
H 0.74848 19.10682 38.24952
H 1.94227 23.04726 38.87533
H 1.71990 22.06682 40.29641
H 3.14287 21.82285 39.26446
H -0.60810 20.64899 37.78475
C 2.75093 31.40945 33.80627
N 3.61828 30.59795 32.98501
C 4.82861 31.19507 32.50228
C 3.48154 29.25475 32.84507
O 4.26341 28.56751 32.23166
H 1.85781 30.87040 34.11605
H 2.49148 32.31156 33.24925
H 3.22510 31.74006 34.73916
H 5.67937 30.80035 33.05492
H 5.02738 31.00246 31.44518
H 4.73240 32.28062 32.51621
H 2.61211 28.87827 33.41147
C -0.60227 28.15011 37.31008
N -1.61160 28.90086 36.62440
C -1.14585 29.95494 35.77353
C -2.92834 28.64939 36.79544
O -3.82819 29.12774 36.13338
H 0.10256 27.65105 36.63015
H -0.92940 27.40023 38.02039
H 0.05543 28.84661 37.84390
H -0.83065 30.82017 36.36624
H -0.31624 29.61533 35.15086
H -1.95056 30.27519 35.11427
H -3.09962 27.97394 37.65098
C 1.25393 24.04156 34.98643
N 1.83102 25.21930 35.56577
C 2.06142 25.12126 36.99215
C 1.72506 26.41243 34.93884
O 1.81254 27.49496 35.48448
H 1.91316 23.16695 34.98946
H 1.01493 24.12074 33.92112
H 0.32115 23.76977 35.48899
H 3.09065 25.41776 37.20174
H 1.40231 25.74727 37.59691
H 1.96343 24.09003 37.30321
H 1.59288 26.25182 33.85480
C 7.06327 25.70975 38.93174
N 6.13234 25.08687 39.87163
C 4.72343 25.34516 39.64220
C 6.55611 24.52455 41.01803
O 5.84039 24.06792 41.88693
H 7.03959 26.78599 39.08020
H 6.73158 25.44179 37.92695
H 8.05933 25.28773 39.04422
H 4.52983 26.39874 39.85093
H 4.43958 24.98133 38.66274
H 4.15269 24.83610 40.41763
H 7.65745 24.52282 41.11490
C -2.23831 21.40069 35.00744
N -3.03869 22.45501 34.44732
C -2.42204 23.74297 34.35573
C -4.38009 22.32246 34.32123
O -5.12977 23.16928 33.88157
H -2.84776 20.50532 35.12590
H -1.74674 21.69571 35.93971
H -1.43381 21.15381 34.30357
H -2.07820 24.05406 35.34476
H -1.55233 23.78282 33.68347
H -3.07925 24.45271 33.85796
H -4.73577 21.32666 34.63810
C 1.93113 25.91481 42.24057
N 0.92604 26.36599 41.31170
C 0.06350 25.35534 40.73317
C 0.70231 27.68246 41.09052
O -0.08157 28.12229 40.27846
H 2.66993 25.21706 41.84476
H 1.50933 25.59275 43.19359
H 2.60576 26.75469 42.45424
H 0.63829 24.71379 40.05095
H -0.32275 24.73492 41.54026
H -0.65488 25.83643 40.07757
H 1.32536 28.34340 41.71280
```

---

Verdict on stability: model b comes out at the bottom.